C4H3NO | the ωB97M-V functional and the def2-TZVPD basis

## Properties
Relative energy (zero: lowest compared OMol25 entry of this formula, charge and spin)   39.42 kcal per mole
Gap between HOMO and LUMO (alpha / beta)   9.027 / 8.916 eV
⟨S²⟩   2.021
2S+1   3
LUMO energy (alpha / beta)   0.779 / -1.729 eV

Each line ends with the Mulliken spin population.
Cartesian coordinates (Å):
C: 0.56404 0.48161 1.26757  -0.0071
H: -0.96000 -2.05114 -0.73205  0.0646
H: -1.37945 -0.00387 2.19107  0.0001
O: 0.26702 1.88828 -1.89229  0.4942
N: 0.04240 -1.72318 -1.07724  0.5706
C: 0.24999 0.77165 -1.43250  0.4152
C: -0.33115 0.08709 1.95203  0.0407
H: 1.41301 1.02345 0.90609  -0.0054
C: 0.13414 -0.47390 -1.18267  0.4271